Molecular formula: C5H13NO
Method: DFT, ωB97M-V with the def2-TZVPD basis set

Last column: Löwdin charge in e.
Cartesian coordinates (Å):
C: 1.034 1.628 -0.060  -0.107
C: 0.827 0.167 0.303  -0.173
C: 0.801 0.037 1.816  -0.552
N: 1.135 -1.179 2.363  0.147
O: 0.425 0.939 2.534  0.054
H: 0.309 2.322 0.368  0.076
H: 1.040 1.927 -1.108  0.068
H: 1.968 1.963 0.403  0.079
H: -0.180 -0.169 0.029  0.089
H: 1.482 -0.493 -0.264  0.110
H: 1.371 -1.120 3.341  0.103
H: 1.583 -1.908 1.834  0.093
C: -1.492 -0.400 -2.328  -0.189
C: -2.332 -0.955 -3.469  -0.165
H: -0.496 -0.845 -2.350  0.059
H: -1.372 0.686 -2.321  0.064
H: -1.865 -0.582 -1.318  0.057
H: -2.158 -0.430 -4.403  0.062
H: -1.961 -1.973 -3.673  0.062
H: -3.363 -1.202 -3.222  0.062

Cartesian forces (eV/Å) of the 3 atoms listed first:
C 0.30 1.08 0.33
C -1.13 0.39 -0.21
C 0.32 -0.53 0.11

The calculation puts the HOMO energy at -9.9 eV. The calculation puts the energy above the lowest of the compared OMol25 structures with the same formula, charge and spin at 0.434 eV. The structure (SMILES) is CCC(N)=O.CC.


Molecular formula: C27H30Cl3N2PtS2SbSi2
Method: DFT, ωB97M-V with the def2-TZVPD basis set

Last column: Löwdin charge in e.
Cartesian coordinates (Å):
Pt: 0.057 -0.233 1.973  0.377
S: -2.216 0.295 1.004  0.037
Sb: -1.545 -0.796 -0.886  1.264
C: -0.033 0.192 -1.980  -0.342
C: -0.310 0.737 -3.229  -0.106
C: 0.701 1.367 -3.944  -0.077
C: 1.982 1.447 -3.419  -0.075
C: 2.260 0.904 -2.171  -0.068
C: 1.251 0.281 -1.450  -0.174
C: -0.900 -2.799 -0.904  -0.372
C: -1.832 -3.821 -0.755  -0.166
C: -1.416 -5.142 -0.823  -0.075
C: -0.079 -5.439 -1.042  -0.082
C: 0.847 -4.419 -1.199  -0.095
C: 0.439 -3.095 -1.132  -0.133
C: -3.181 -0.809 -2.213  -0.367
C: -4.268 0.021 -1.965  -0.126
C: -5.338 0.034 -2.850  -0.077
C: -5.320 -0.779 -3.974  -0.080
C: -4.236 -1.611 -4.219  -0.079
C: -3.164 -1.628 -3.338  -0.123
H: -1.307 0.674 -3.649  0.095
H: 0.486 1.794 -4.915  0.106
H: 2.768 1.933 -3.983  0.106
H: 3.258 0.964 -1.756  0.110
H: 1.457 -0.125 -0.464  0.045
H: -2.875 -3.596 -0.570  0.097
H: -2.138 -5.937 -0.691  0.110
H: 0.244 -6.472 -1.084  0.107
H: 1.892 -4.649 -1.362  0.111
H: 1.173 -2.309 -1.248  0.083
H: -4.283 0.643 -1.078  0.071
H: -6.188 0.676 -2.657  0.106
H: -6.157 -0.768 -4.660  0.105
H: -4.228 -2.251 -5.092  0.106
H: -2.324 -2.288 -3.525  0.106
C: 2.827 -1.439 4.071  -0.260
Si: 2.330 -0.630 2.451  0.273
C: 3.162 -1.636 1.083  -0.231
C: 3.261 1.017 2.438  -0.230
H: 3.918 -1.411 4.144  0.030
H: 2.506 -2.477 4.147  -0.011
H: 2.415 -0.903 4.929  0.017
H: 4.191 -1.849 1.388  0.035
H: 3.215 -1.097 0.133  0.003
H: 2.658 -2.587 0.911  -0.023
H: 4.326 0.819 2.593  0.032
H: 2.935 1.695 3.229  0.014
H: 3.157 1.543 1.485  0.014
N: -0.057 6.898 1.419  0.091
C: 0.645 6.203 2.329  -0.847
S: 1.563 6.901 3.494  0.687
C: 0.549 4.719 2.178  -0.232
C: 0.495 3.895 3.294  -0.009
C: 0.405 2.530 3.113  -0.125
N: 0.379 1.957 1.903  -0.117
C: 0.436 2.744 0.832  -0.119
C: 0.522 4.123 0.923  0.005
H: -0.052 7.903 1.477  0.101
H: -0.726 6.447 0.819  0.106
H: 0.528 4.319 4.287  0.106
H: 0.358 1.855 3.958  0.120
H: 0.408 2.257 -0.132  0.093
H: 0.597 4.710 0.018  0.119
Cl: -2.348 -2.984 2.404  0.194
Si: -0.402 -2.294 2.770  -0.839
Cl: -0.411 -2.249 4.859  0.205
Cl: 0.732 -3.977 2.301  0.269

Cartesian forces (eV/Å) of the 3 atoms listed first:
Pt -0.08 0.01 -0.04
S 0.04 0.03 0.03
Sb 0.03 -0.09 0.01

The calculation puts the HOMO energy at -8.2 eV. The calculation puts the energy above the lowest of the compared OMol25 structures with the same formula, charge and spin at 0.000 eV.


Molecular formula: C24H45N3O6S3
Method: DFT, ωB97M-V with the def2-TZVPD basis set

Last column: Löwdin charge in e.
Cartesian coordinates (Å):
O: -19.217 2.575 10.144  -0.339
S: -18.312 1.983 9.174  0.685
O: -16.954 2.319 8.945  -0.315
C: -18.430 0.138 9.396  -0.188
C: -18.691 -0.332 7.973  -0.259
C: -19.606 0.642 7.286  -0.249
C: -19.133 2.048 7.529  -0.206
H: -19.123 -0.102 10.160  0.082
H: -17.359 -0.178 9.643  0.125
H: -17.728 -0.333 7.374  0.138
H: -18.973 -1.344 7.861  0.100
H: -20.583 0.375 7.654  0.114
H: -19.584 0.366 6.204  0.132
H: -19.935 2.761 7.553  0.096
H: -18.361 2.359 6.821  0.093
O: -20.477 5.969 10.443  -0.339
S: -21.531 6.124 11.417  0.623
O: -22.220 7.359 11.447  -0.304
C: -22.700 4.677 11.314  -0.205
C: -22.225 3.716 12.407  -0.214
C: -20.784 4.071 12.941  -0.183
C: -20.802 5.569 12.915  -0.274
H: -22.677 4.236 10.253  0.125
H: -23.688 5.134 11.586  0.103
H: -22.958 3.800 13.228  0.111
H: -22.314 2.667 12.118  0.106
H: -19.947 3.676 12.391  0.088
H: -20.626 3.751 14.000  0.128
H: -19.835 6.095 12.953  0.114
H: -21.447 6.024 13.619  0.095
O: -9.506 3.378 4.892  -0.344
S: -10.829 3.198 4.358  0.712
O: -11.181 2.147 3.402  -0.349
C: -12.054 3.373 5.737  -0.208
C: -13.193 4.180 5.131  -0.231
C: -12.584 5.336 4.302  -0.208
C: -11.372 4.844 3.510  -0.171
H: -11.484 3.926 6.492  0.103
H: -12.431 2.372 6.008  0.112
H: -13.869 3.539 4.606  0.108
H: -13.760 4.623 5.942  0.087
H: -12.270 6.072 5.026  0.095
H: -13.313 5.831 3.683  0.109
H: -10.425 5.401 3.543  0.094
H: -11.538 4.571 2.487  0.080
C: -18.914 9.047 12.185  -0.106
C: -17.774 10.054 12.433  -0.232
C: -16.600 9.402 13.245  -0.180
C: -17.110 9.028 14.597  -0.241
N: -17.581 8.787 15.628  0.126
H: -18.511 8.300 11.576  0.031
H: -19.790 9.450 11.616  0.092
H: -19.344 8.639 13.095  0.063
H: -18.176 10.919 13.006  0.114
H: -17.366 10.456 11.525  0.083
H: -15.784 10.024 13.509  0.092
H: -16.225 8.487 12.786  0.079
C: -17.231 5.335 6.167  -0.075
C: -17.765 6.107 7.430  -0.240
C: -18.445 7.305 7.022  -0.228
C: -17.566 8.240 6.353  -0.212
N: -16.701 8.814 5.847  0.153
H: -17.898 5.109 5.381  0.058
H: -16.794 4.288 6.444  0.092
H: -16.352 5.786 5.826  0.022
H: -16.958 6.346 8.141  0.107
H: -18.422 5.446 7.971  0.101
H: -18.805 7.804 7.923  0.132
H: -19.280 7.094 6.419  0.114
C: -13.709 6.987 7.824  -0.119
C: -13.191 8.299 8.403  -0.217
C: -14.295 9.301 8.920  -0.158
C: -15.185 8.557 9.756  -0.267
N: -15.817 7.924 10.426  0.198
H: -14.343 6.411 8.561  0.089
H: -12.836 6.407 7.536  0.056
H: -14.300 6.990 6.916  0.053
H: -12.582 8.837 7.678  0.104
H: -12.545 8.044 9.261  0.117
H: -14.850 9.798 8.096  0.122
H: -13.946 10.094 9.564  0.111

Cartesian forces (eV/Å) of the 3 atoms listed first:
O 1.02 0.21 -0.16
S -2.99 -1.72 -0.34
O 1.46 0.83 0.44

The calculation puts the HOMO energy at -10.0 eV. The structure (SMILES) is O=S1(=O)CCCC1.O=S1(=O)CCCC1.O=S1(=O)CCCC1.CCCC#N.CCCC#N.CCCC#N.


Molecular formula: C28H20LaN5O9S
Method: DFT, ωB97M-V with the def2-TZVPD basis set

Last column: Löwdin charge in e.
Cartesian coordinates (Å):
La: -0.450 -0.180 0.159  1.997
O: 1.603 -1.149 0.186  -0.313
C: 2.590 -1.458 0.987  -0.377
C: 3.816 -1.916 0.471  -0.026
C: 4.864 -2.259 1.302  -0.103
C: 4.745 -2.159 2.693  -0.121
C: 3.550 -1.702 3.210  -0.074
C: 2.470 -1.340 2.394  -0.142
C: 1.246 -0.902 3.105  -0.087
N: 0.160 -0.524 2.563  -0.125
N: -0.906 -0.224 3.461  0.061
C: -2.056 -0.112 2.845  -0.484
O: -2.300 -0.245 1.578  -0.293
C: -3.238 0.196 3.728  -0.145
C: -4.479 0.404 3.144  -0.026
C: -5.587 0.698 3.936  -0.088
C: -5.455 0.781 5.314  -0.108
C: -4.211 0.571 5.900  -0.096
C: -3.110 0.282 5.112  -0.039
H: 3.896 -1.993 -0.606  0.111
H: 5.792 -2.612 0.863  0.094
H: 5.563 -2.432 3.346  0.086
H: 3.429 -1.614 4.286  0.102
H: 1.269 -0.937 4.197  0.117
H: -4.566 0.319 2.069  0.111
H: -6.553 0.859 3.474  0.096
H: -6.314 1.007 5.933  0.092
H: -4.098 0.637 6.975  0.093
H: -2.135 0.120 5.551  0.100
O: -5.105 -5.544 -1.750  -0.069
C: -4.536 -4.770 -2.556  -0.693
O: -4.666 -4.653 -3.793  -0.053
C: -3.460 -3.873 -1.930  -0.091
C: -3.102 -4.042 -0.594  0.001
C: -2.158 -3.213 -0.028  -0.120
N: -1.557 -2.242 -0.730  -0.054
C: -1.877 -2.087 -2.029  -0.182
C: -2.820 -2.876 -2.661  0.060
C: -1.165 -0.970 -2.828  -0.584
O: -1.113 -1.059 -4.030  0.071
O: -0.680 0.007 -2.079  -0.307
H: -3.592 -4.820 -0.025  0.110
H: -1.859 -3.312 1.009  0.110
H: -3.055 -2.737 -3.706  0.125
N: 1.485 1.830 -0.159  0.017
C: 1.266 3.245 -0.036  -0.350
C: 0.593 3.930 -1.038  -0.070
C: 0.267 5.264 -0.873  -0.057
C: 0.614 5.949 0.299  -0.269
C: 1.312 5.258 1.284  -0.053
C: 1.637 3.912 1.115  -0.041
S: 0.150 7.654 0.520  0.376
O: 1.062 8.383 -0.342  -0.369
O: -1.235 7.706 0.078  -0.378
O: 0.342 7.891 1.940  -0.378
H: 2.323 1.537 0.328  0.087
H: 1.560 1.573 -1.141  0.084
H: 0.302 3.400 -1.941  0.115
H: -0.279 5.786 -1.649  0.115
H: 1.579 5.781 2.193  0.105
H: 2.154 3.373 1.905  0.107
N: -2.621 3.009 0.362  0.167
C: -1.742 2.261 0.297  -0.050
H: -3.280 3.759 0.345  0.102

Cartesian forces (eV/Å) of the 3 atoms listed first:
La 0.44 0.93 -0.09
O 1.21 -0.50 0.44
C -0.62 0.24 -0.19

The calculation puts the HOMO energy at -3.9 eV. The net charge is -2. The calculation puts the energy above the lowest of the compared OMol25 structures with the same formula, charge and spin at 0.482 eV.


Molecular formula: CH7ClN3
Method: DFT, ωB97M-V with the def2-TZVPD basis set

Last column: Löwdin charge in e.
Cartesian coordinates (Å):
C: -1.120 1.012 -0.319  -0.154
N: 0.096 1.181 -0.657  0.163
N: -1.616 -0.258 0.215  -0.436
N: 1.599 -0.957 0.313  0.025
Cl: -3.287 -0.372 0.542  0.712
H: -1.891 1.773 -0.375  0.134
H: 0.487 1.914 -1.131  0.099
H: 0.793 0.363 -0.187  0.120
H: -0.822 -0.903 0.287  0.086
H: 1.819 -1.814 -0.316  0.126
H: 1.324 -1.317 1.148  0.002
H: 2.619 -0.621 0.481  0.124

Cartesian forces (eV/Å) of the 3 atoms listed first:
C -3.01 -2.89 1.45
N 0.88 -4.52 2.93
N 2.52 4.89 -1.97

The calculation puts the HOMO energy at -14.3 eV. The net charge is +1. The calculation puts the energy above the lowest of the compared OMol25 structures with the same formula, charge and spin at 0.466 eV.


Molecular formula: C6H14NS
Method: DFT, ωB97M-V with the def2-TZVPD basis set

Last column: Löwdin charge in e.
Cartesian coordinates (Å):
C: -0.358 3.035 1.423  -0.195
C: -1.008 1.612 1.370  -0.361
C: -0.113 0.626 1.980  -0.278
C: -0.337 0.018 3.188  -0.427
H: 0.634 3.035 0.898  0.066
H: -1.032 3.827 1.041  0.031
H: -0.197 3.298 2.504  0.030
H: -1.119 1.317 0.322  0.025
H: -2.021 1.601 1.871  0.075
H: 0.715 0.301 1.377  0.021
H: 0.316 -0.787 3.549  -0.070
H: -1.206 0.264 3.770  -0.104
C: 0.277 -2.098 -2.900  -0.441
C: -0.142 -1.487 -1.571  -0.742
S: 0.651 0.154 -1.350  0.201
N: 1.749 -2.252 -3.152  -0.078
H: -0.073 -1.449 -3.715  0.074
H: -0.130 -3.108 -2.945  0.075
H: 0.267 -2.183 -0.818  0.032
H: -1.240 -1.443 -1.438  0.041
H: 2.142 -2.944 -2.558  0.005
H: 2.227 -1.336 -2.844  0.021

Cartesian forces (eV/Å) of the 3 atoms listed first:
C 0.02 -0.21 0.80
C -0.89 1.34 -0.08
C -0.28 -2.11 2.77

The calculation puts the HOMO energy (alpha / beta) at 4.1 / -0.3 eV. The net charge is -2. The calculation puts the energy above the lowest of the compared OMol25 structures with the same formula, charge and spin at 0.608 eV. As for the spin multiplicity: 2. The expectation value of S² is 0.75.